No. 1
23
Properties=species:S:1:pos:R:3:lowdin_charge:R:1 method="wB97M-V/def2-TZVPD" relative_energy_kj_mol=507.6 orbital_gap_ev=8.605 total_energy_ha=-480.33634 lumo_ev=0.3 homo_ev=-8.26
C 1.98 0.90 3.20 -0.105
C 1.38 0.52 1.74 -0.314
C 2.34 -0.29 0.98 -0.058
C 1.91 -0.81 -0.26 -0.022
C 0.73 -0.19 -0.84 -0.165
C 0.29 -0.75 -1.98 -0.046
C -1.16 -0.62 -2.25 0.011
C -2.16 -0.16 -1.23 -0.323
C -3.51 -0.17 -1.73 -0.066
C -0.30 0.43 0.05 -0.209
C 0.11 0.79 1.34 -0.047
H 1.44 2.13 3.42 0.150
H 3.19 1.04 2.86 0.094
H 1.91 -0.15 3.92 0.128
H 3.46 -0.43 1.06 0.122
H 2.77 -1.12 -0.70 0.065
H 0.79 -1.26 -2.75 0.096
H -1.63 -1.12 -3.21 0.126
H -3.40 0.23 -2.68 0.059
H -4.12 0.50 -1.17 0.076
H -3.77 -1.29 -1.72 0.130
H -0.63 1.36 2.08 0.162
N -1.65 0.48 -0.14 0.135

=====

No. 2
14
Properties=species:S:1:pos:R:3:lowdin_charge:R:1 method="wB97M-V/def2-TZVPD" relative_energy_kj_mol=335.0 orbital_gap_ev=9.821 total_energy_ha=-270.43029 lumo_ev=1.0 smiles="C[C@@H]1C=COC1" homo_ev=-8.80
C 1.16 -1.21 0.70 -0.074
C 0.30 0.04 0.87 -0.472
C 0.62 1.13 -0.10 -0.071
C -1.25 0.00 -0.74 -0.201
C -1.17 -0.19 0.58 -0.081
H 2.23 -0.94 0.76 0.071
H 0.96 -2.05 1.47 0.102
H 0.93 -1.48 -0.43 0.122
H 0.56 0.61 1.76 0.127
H 1.76 1.36 -0.34 0.149
H -0.13 2.19 0.12 0.198
H -1.97 -0.35 -1.54 0.139
H -2.04 -0.63 1.30 0.157
O -0.04 0.34 -1.38 -0.167

=====

No. 3
43
Properties=species:S:1:pos:R:3:lowdin_charge:R:1 method="wB97M-V/def2-TZVPD" relative_energy_kj_mol=50.1 orbital_gap_ev=9.514 total_energy_ha=-1033.19148 lumo_ev=0.5 smiles="N[C@@H](Cc1ccccc1)C(=O)N[C@@H](Cc1ccccc1)C(=O)O" homo_ev=-9.00
C 1.27 -1.61 0.97 -0.327
C -0.12 -1.05 0.66 -0.430
C 2.16 -1.50 -0.28 -0.110
C 3.62 -1.68 0.02 -0.225
C 4.46 -0.57 -0.01 -0.058
C 4.17 -2.92 0.38 -0.046
C 5.80 -0.69 0.28 -0.091
C 5.51 -3.03 0.71 -0.098
C 6.34 -1.93 0.65 -0.098
C -1.62 0.85 0.57 -0.207
C -2.55 0.26 1.65 -0.458
C -2.16 0.73 -0.87 -0.084
C -3.13 1.85 -1.25 -0.220
C -4.50 1.63 -1.39 -0.049
C -2.65 3.14 -1.47 -0.061
C -5.38 2.65 -1.74 -0.069
C -3.50 4.17 -1.84 -0.097
C -4.86 3.94 -1.97 -0.088
H 0.51 -3.47 0.83 0.092
H 0.78 -2.96 2.34 0.087
H 1.75 -1.01 1.76 0.156
H 2.01 -0.52 -0.74 0.111
H 1.81 -2.23 -1.02 0.134
H 4.06 0.40 -0.29 0.107
H 3.54 -3.80 0.51 0.105
H 6.46 0.19 0.26 0.104
H 5.90 -4.00 1.04 0.110
H 7.40 -2.02 0.87 0.100
H 0.36 0.84 1.27 0.153
H -1.52 1.91 0.84 0.161
H -2.63 -0.24 -0.96 0.112
H -1.30 0.72 -1.55 0.133
H -4.89 0.64 -1.19 0.110
H -1.58 3.36 -1.38 0.120
H -6.42 2.47 -1.87 0.096
H -3.12 5.18 -2.02 0.106
H -5.51 4.74 -2.27 0.095
H -4.33 -0.11 2.05 0.143
N 1.20 -2.97 1.41 0.064
N -0.29 0.30 0.72 0.110
O -1.02 -1.82 0.30 0.081
O -2.18 -0.08 2.75 0.112
O -3.84 0.21 1.27 0.117

=====

No. 4
13
Properties=species:S:1:pos:R:3:lowdin_charge:R:1 method="wB97M-V/def2-TZVPD" relative_energy_kj_mol=266.0 orbital_gap_ev=7.817 total_energy_ha=-3501.99486 lumo_ev=-1.4 homo_ev=-9.24
N -0.10 -0.01 0.05 -0.452
Si -0.42 1.71 0.24 0.481
Si -0.81 -1.55 0.13 0.437
Si 4.04 1.33 -0.37 0.276
Br 3.62 -0.82 0.29 0.031
H 0.04 2.16 -1.20 -0.057
H 0.52 2.27 1.22 -0.115
H -1.76 2.09 0.75 -0.088
H -1.68 -1.44 1.41 -0.074
H -1.81 -1.82 -1.07 -0.078
H 0.43 -2.46 0.11 -0.062
H 0.89 -0.18 -0.17 -0.081
H 2.83 1.90 0.58 -0.217

=====

No. 5
72
Properties=species:S:1:pos:R:3:lowdin_charge:R:1 method="wB97M-V/def2-TZVPD" orbital_gap_ev=8.744 total_energy_ha=-1488.70152 lumo_ev=0.5 smiles="c1cc[nH]c1.c1cc[nH]c1.c1cc[nH]c1.c1cc[nH]c1.NC(N)=O.CCCC#N.CCCC#N" homo_ev=-8.24
C 1.60 5.40 -2.10 -0.685
O 1.63 6.32 -2.89 0.009
N 2.39 4.27 -2.23 0.149
N 0.74 5.36 -1.03 0.143
H 3.11 4.25 -2.91 0.096
H 2.33 3.53 -1.55 0.053
H 0.75 4.60 -0.37 0.014
H 0.16 6.17 -0.89 0.096
C -1.78 -0.81 -4.39 -0.102
C -1.51 -2.30 -4.58 -0.248
C -0.63 -2.99 -3.54 -0.180
C -0.89 -2.60 -2.17 -0.207
N -1.11 -2.29 -1.08 0.184
H -2.36 -0.45 -5.24 0.076
H -0.86 -0.22 -4.36 0.053
H -2.35 -0.57 -3.49 0.068
H -1.08 -2.48 -5.57 0.110
H -2.48 -2.81 -4.62 0.111
H 0.43 -2.83 -3.78 0.092
H -0.80 -4.07 -3.61 0.124
C -0.05 -0.39 1.50 -0.116
C 1.13 -0.14 2.43 -0.254
C 1.24 1.30 2.91 -0.169
C 1.25 2.29 1.83 -0.184
N 1.27 3.05 0.98 0.178
H 0.14 -0.15 0.46 0.055
H -0.92 0.21 1.79 0.038
H -0.38 -1.43 1.47 0.059
H 2.03 -0.50 1.92 0.101
H 1.05 -0.79 3.30 0.097
H 2.14 1.45 3.50 0.124
H 0.40 1.54 3.56 0.112
N -1.10 0.02 6.74 0.004
C -1.23 -0.57 5.51 -0.140
C -1.98 0.26 4.73 -0.114
C -2.21 1.45 5.48 -0.109
C -1.69 1.25 6.73 -0.142
H -0.62 -0.34 7.54 0.144
H -0.82 -1.55 5.35 0.107
H -2.29 0.18 3.70 0.079
H -2.77 2.33 5.21 0.092
H -1.65 1.91 7.58 0.107
N 3.45 -0.31 -1.79 0.026
C 3.45 -1.04 -2.94 -0.159
C 2.30 -0.74 -3.64 -0.119
C 1.56 0.18 -2.84 -0.105
C 2.29 0.43 -1.72 -0.140
H 4.16 -0.37 -1.09 0.149
H 4.27 -1.66 -3.25 0.114
H 2.04 -1.10 -4.62 0.092
H 0.62 0.64 -3.10 0.080
H 2.12 1.06 -0.87 0.080
N -4.49 1.45 -1.01 0.001
C -5.36 1.29 0.02 -0.141
C -4.64 1.35 1.18 -0.109
C -3.28 1.57 0.83 -0.118
C -3.22 1.62 -0.53 -0.132
H -4.71 1.51 -1.99 0.141
H -6.41 1.10 -0.13 0.104
H -5.05 1.25 2.17 0.089
H -2.49 1.68 1.54 0.070
H -2.41 1.77 -1.23 0.105
N 1.74 -3.06 0.01 0.029
C 2.42 -3.65 -1.02 -0.157
C 3.32 -4.53 -0.50 -0.108
C 3.19 -4.45 0.91 -0.116
C 2.19 -3.56 1.19 -0.145
H 0.98 -2.42 -0.15 0.077
H 2.15 -3.44 -2.04 0.092
H 3.98 -5.20 -1.02 0.088
H 3.77 -4.98 1.66 0.088
H 1.80 -3.24 2.14 0.099

=====

No. 6
74
Properties=species:S:1:pos:R:3:mulliken_spin:R:1 method="wB97M-V/def2-TZVPD" relative_energy_kj_mol=449.0 total_charge=-1 orbital_gap_ev="6.054 / 5.081" total_energy_ha=-4600.93601 multiplicity=5 s_squared=6.04 lumo_ev="2.7 / 2.7" homo_ev="-3.34 / -2.41"
C -1.63 -2.10 -3.27 0.010
C -0.97 -2.69 -2.04 0.071
H -2.23 -2.89 -3.73 -0.010
H -0.89 -1.72 -3.99 0.000
H -2.29 -1.29 -2.97 0.003
C -0.48 -4.01 -2.00 0.586
C -0.15 -4.75 -3.23 -0.068
H -0.23 -4.43 -1.04 0.130
H 0.26 -4.08 -4.00 0.019
H -1.06 -5.22 -3.64 0.051
H 0.58 -5.53 -3.00 0.003
Fe -0.79 2.50 -0.36 2.825
Cl -2.67 1.50 0.22 0.065
Cl 1.30 2.70 0.33 0.065
H 0.94 4.45 4.12 0.001
H -0.76 6.62 3.47 -0.001
C 0.86 4.32 3.04 0.001
C -0.70 6.15 2.47 0.001
N -0.45 4.72 2.56 0.024
H 1.04 3.28 2.77 -0.002
C -1.49 3.86 2.69 -0.021
O -1.35 2.68 3.01 0.019
H -1.67 6.31 1.95 0.000
H -2.47 4.33 2.46 -0.014
H 1.61 4.96 2.56 0.001
H 0.10 6.63 1.90 0.000
H 2.07 -1.48 -2.36 -0.003
H 2.20 -3.81 -1.46 -0.013
C 2.84 -1.14 -1.65 0.006
C 3.06 -3.46 -0.88 0.019
N 2.89 -2.06 -0.53 0.005
H 2.59 -0.15 -1.27 0.001
C 3.46 -1.60 0.65 0.000
O 3.80 -0.44 0.84 0.000
H 3.15 -4.06 0.04 0.000
H 3.57 -2.40 1.40 0.000
H 3.81 -1.12 -2.17 0.001
H 3.97 -3.61 -1.49 0.000
O -0.03 -1.76 -1.46 0.107
C -1.21 -1.93 -0.67 0.070
C 0.18 -3.07 1.06 0.010
C -1.10 -2.67 0.58 -0.004
H 1.09 -2.74 0.54 -0.010
C 0.27 -3.98 2.11 -0.010
H -1.92 -1.07 -0.68 0.000
C -2.24 -3.05 1.31 0.021
H 1.26 -4.34 2.42 0.000
C -0.88 -4.41 2.77 0.011
C -2.13 -3.92 2.38 -0.008
H -3.21 -2.65 1.01 0.000
H -0.79 -5.14 3.58 0.001
H -3.03 -4.23 2.91 0.000
Si -0.41 3.09 -2.80 -0.001
Cl -0.32 1.00 -1.89 0.020
C 1.33 3.68 -3.09 0.002
C -1.37 4.20 -1.54 -0.049
C -1.42 3.12 -4.36 -0.003
H 2.03 3.31 -2.32 -0.001
H 1.32 4.78 -3.05 0.001
H 1.67 3.36 -4.08 0.001
H -0.81 2.78 -5.21 0.003
H -1.71 4.18 -4.53 0.001
H -2.33 2.51 -4.29 -0.002
H -1.62 4.05 -0.47 0.047
H -2.35 4.36 -2.01 0.001
H -0.83 5.16 -1.55 -0.002
N -0.95 0.16 4.16 -0.001
C -0.07 -0.67 3.56 -0.004
N 0.49 -1.62 4.34 0.000
S 0.28 -0.50 1.90 0.018
H -0.87 0.24 5.18 0.000
H -1.24 0.98 3.65 0.001
H 1.06 -2.35 3.91 0.000
H 0.04 -1.84 5.22 0.000